[1]
DFT (ωB97M-V with the def2-TZVPD basis set) results for a molecular structure, C28H28N2SiYb in a non-equilibrium geometry.

Geometry (Å):
C 0.51132 1.55881 0.28714
C -0.43585 1.82190 -0.74331
C -1.72721 1.92126 -0.13619
H -0.21113 1.99354 -1.79661
C -1.57115 1.71263 1.26729
C -0.18948 1.49097 1.52787
H 0.25507 1.34769 2.51449
H 1.59149 1.48697 0.15885
H -2.65693 2.17772 -0.64736
H -2.36126 1.77295 2.01522
Yb -1.02449 -0.66377 0.09580
C -1.76100 -2.39410 -1.28363
H -1.04303 -2.70779 -0.51176
H -2.31473 -3.31363 -1.54517
H -2.55883 -1.67142 -0.98476
Si 0.02428 -1.79573 -4.66724
C 1.83974 -1.49229 -4.74701
C 2.42977 -0.35643 -4.16635
H 1.88700 0.21045 -3.41292
C 3.68469 0.05449 -4.61705
H 4.11499 0.97352 -4.22110
C 4.36863 -0.71713 -5.57161
H 5.32731 -0.37039 -5.95402
C 3.84705 -1.93485 -6.02662
H 4.40792 -2.57163 -6.71980
C 2.59452 -2.35477 -5.57771
H 2.15939 -3.30509 -5.89468
C -0.75496 -0.12929 -4.82384
C -0.28316 0.75863 -5.81133
H 0.53092 0.44578 -6.46677
C -0.85075 2.02339 -5.95790
H -0.45800 2.70756 -6.71306
C -1.89123 2.42522 -5.12004
H -2.33171 3.42099 -5.23012
C -2.39298 1.53874 -4.15774
H -3.19874 1.85211 -3.49137
C -1.85883 0.25194 -4.03518
H -2.29778 -0.46493 -3.34154
H -1.22830 -2.09020 -2.19886
H -0.12684 -2.20054 -6.01260
C -3.61549 -1.95064 3.65469
C -2.77710 -2.82148 4.36341
C -1.55063 -3.18465 3.80380
C -1.15881 -2.62371 2.58471
N -1.97969 -1.76442 1.91948
C -3.19176 -1.45406 2.41853
C 0.15097 -2.92558 1.95762
C 0.87418 -4.08132 2.28732
C 2.07589 -4.34477 1.61992
C 2.56454 -3.41195 0.69159
C 1.81317 -2.25647 0.43330
N 0.59249 -2.06616 0.98922
H -4.58558 -1.64094 4.03885
H -3.07262 -3.20542 5.34035
H -0.86822 -3.87056 4.29295
H -3.81997 -0.79003 1.81134
H 0.43834 -4.76716 3.01578
H 2.61317 -5.27166 1.81003
H 3.49188 -3.57091 0.14626
H 2.16844 -1.47086 -0.24607

Its net charge is +1. The multiplicity is 2. As for the expectation value of S²: 0.755. Its energy relative to the best compared isomer or geometry (same formula, charge and spin) is 0.000 eV.

[2]
DFT (ωB97M-V with the def2-TZVPD basis set) results for a single C8H14N2 molecule in a non-equilibrium geometry.

Geometry (Å):
C 0.08275 1.12826 -2.44128
C 0.34681 0.68295 -1.00082
C 0.97557 1.82928 -0.20655
C 1.27761 -0.53400 -1.00209
N -0.97514 0.41664 -0.42385
N -0.95530 -0.48922 0.80640
C -0.95668 -1.83964 0.86236
C -0.89238 -2.19465 2.18527
C -0.84701 -1.00661 2.93904
C -0.88588 0.03493 2.05205
H -0.30149 0.30136 -3.03753
H -0.64683 1.93490 -2.45102
H 1.00155 1.48100 -2.89979
H 1.20014 1.50815 0.80686
H 0.28233 2.66536 -0.16242
H 1.89555 2.15874 -0.68093
H 1.50136 -0.84868 0.01517
H 0.82255 -1.36995 -1.53134
H 2.21138 -0.28306 -1.49740
H -1.54638 -0.09312 -1.09408
H -1.01442 -2.45158 -0.01621
H -0.88231 -3.19561 2.57004
H -0.79116 -0.92894 4.00762
H -0.90261 1.09348 2.20051

Its net charge is 0. Its SMILES is CC(C)(C)Nn1cccc1. Its energy relative to the best compared isomer or geometry (same formula, charge and spin) is 1.307 eV.

[3]
DFT (ωB97M-V with the def2-TZVPD basis set) results for a molecular structure, C5H16N3 in a non-equilibrium geometry.

Geometry (Å):
C -0.79921 -0.14261 2.12166
C -0.97089 0.80775 1.14168
N -1.45451 2.09788 1.44237
N -0.44711 -1.52699 1.78580
H -1.06921 -0.01449 3.18013
H -0.85688 0.58525 0.10789
H -1.01318 2.81726 0.90517
H -1.41605 2.35600 2.45501
H -1.24825 -2.16268 2.00268
H 0.32045 -1.87633 2.40990
H -0.26241 -1.64108 0.59057
C 0.94942 -0.81252 -1.07368
C 0.76503 0.36102 -2.01933
C 2.08608 1.09608 -2.33669
N -0.32865 -1.57879 -0.78160
H 1.47651 -0.46454 -0.16629
H 1.53325 -1.65206 -1.45190
H 0.04600 1.03669 -1.53427
H 0.26120 -0.01019 -2.92606
H 2.74103 0.39633 -2.88778
H 2.54908 1.45645 -1.40570
H 1.83333 1.93581 -3.00577
H -0.34763 -2.50645 -1.22060
H -1.11797 -1.05895 -1.18071

Its net charge is +1. Its energy relative to the best compared isomer or geometry (same formula, charge and spin) is 1.858 eV.

[4]
DFT (ωB97M-V with the def2-TZVPD basis set) results for 7 unconnected molecules or ions with the total composition C24H34O21 in a non-equilibrium geometry.

Geometry (Å):
C 19.97254 6.95478 14.54320
C 20.33916 6.34678 15.85104
C 19.46185 6.88198 17.00834
O 18.96614 5.67776 17.59586
C 19.35301 4.59918 16.91384
O 18.99870 3.48205 17.15796
O 20.04139 4.92847 15.81191
H 20.56680 6.64136 13.68470
H 19.95263 8.03866 14.67924
H 18.96508 6.66510 14.22696
H 21.36810 6.39472 16.21016
H 18.68029 7.55044 16.66050
H 20.16718 7.39495 17.66001
C 25.82092 9.99136 12.71392
C 24.93561 9.08710 13.54887
C 23.60475 9.73174 14.00583
O 22.64554 8.73635 13.68957
C 23.13527 7.88874 12.78550
O 22.51219 7.08384 12.16818
O 24.47782 8.02915 12.70071
H 26.59828 9.33844 12.30645
H 26.40455 10.68204 13.32254
H 25.24565 10.43696 11.90741
H 25.44467 8.72719 14.44450
H 23.47416 10.70607 13.53351
H 23.61893 9.86020 15.08617
C 21.64658 0.30999 18.83033
C 22.21468 0.28873 17.43469
C 21.91109 1.54294 16.60092
O 23.10910 1.67559 15.83078
C 24.07836 0.88824 16.34692
O 25.18411 0.85016 15.90377
O 23.64629 0.29695 17.46634
H 22.09256 1.16039 19.35369
H 21.85618 -0.55045 19.46711
H 20.55986 0.40308 18.83706
H 21.92936 -0.60020 16.86511
H 21.71664 2.39266 17.25743
H 21.04025 1.40845 15.96532
O 17.91425 4.54831 23.72663
C 18.57227 4.30102 22.76074
O 18.26963 3.46895 21.75986
C 19.25912 3.54558 20.71589
C 20.26751 4.51898 21.28844
O 19.83494 4.77251 22.61748
H 19.67946 2.55410 20.56429
H 18.79435 4.02085 19.85568
H 20.19170 5.47057 20.74896
H 21.30758 4.19520 21.26194
O 17.69099 10.02759 17.14044
C 16.76081 9.30996 17.26985
O 15.69656 9.23754 16.43955
C 15.05132 7.99806 16.65754
C 15.43997 7.69003 18.10083
O 16.60647 8.44001 18.29283
H 13.96958 8.03774 16.55437
H 15.39318 7.18503 16.01011
H 15.48590 6.62801 18.34396
H 14.63746 8.03661 18.76844
O 17.36474 7.34629 11.31875
C 18.31842 8.05143 11.30013
O 18.62498 8.93560 12.24282
C 19.67974 9.80582 11.88327
C 20.25606 9.06764 10.65136
O 19.18313 8.25075 10.25547
H 19.19140 10.74117 11.60118
H 20.38893 9.91443 12.69980
H 21.20571 8.57138 10.84210
H 20.40383 9.81816 9.87021
O 22.71553 7.73413 17.88643
C 23.76719 7.83728 18.42527
O 24.57863 8.89905 18.28382
C 25.63330 8.81759 19.22079
C 25.51801 7.35244 19.76494
O 24.27787 6.90817 19.24720
H 26.64479 8.93787 18.84175
H 25.49646 9.51327 20.04750
H 25.53338 7.35213 20.85174
H 26.37824 6.79199 19.40335

Its net charge is 0. Its SMILES is C[C@H]1COC(=O)O1.C[C@H]1COC(=O)O1.C[C@H]1COC(=O)O1.O=C1OCCO1.O=C1OCCO1.O=C1OCCO1.O=C1OCCO1. Its energy relative to the best compared isomer or geometry (same formula, charge and spin) is 0.000 eV.

[5]
DFT (ωB97M-V with the def2-TZVPD basis set) results for a molecular structure, C50H42Cl2N2OP2RbSbTe.

Geometry (Å):
Rb -0.95001 1.31809 1.21870
Cl -4.03000 4.98340 3.18057
C -2.59314 4.45348 4.01160
C -2.52438 4.62484 5.38822
C -1.41294 4.23114 6.08760
Cl -1.37105 4.47129 7.82387
C -0.31425 3.64463 5.42530
C 0.86235 3.21544 6.07270
C 1.87565 2.66005 5.33922
C 1.71336 2.53644 3.95098
N 0.63581 2.92445 3.31227
C -0.38465 3.47094 4.01235
C -1.56405 3.87229 3.23047
O -1.61427 3.70942 1.99075
H -3.36118 5.07178 5.90786
H 0.94313 3.32575 7.14570
H 2.78653 2.31465 5.81067
H 2.50507 2.09550 3.35172
Te 1.51806 1.14779 -3.58835
C 2.09628 -0.15685 -5.18671
C 3.37852 -0.68870 -5.26026
C 3.72384 -1.48667 -6.34117
N 2.89578 -1.77891 -7.34372
C 1.67284 -1.25200 -7.27725
C 1.23530 -0.43983 -6.24212
C 0.58373 -0.21620 -2.22462
P -1.08259 0.51981 -2.17404
C -1.73671 0.02023 -3.82973
C -2.61129 0.86376 -4.50669
C -3.17129 0.47952 -5.71918
C -2.86572 -0.75749 -6.26757
C -1.99007 -1.60721 -5.60110
C -1.42734 -1.21533 -4.39587
C -2.22055 -0.58365 -1.21662
C -3.30876 0.02258 -0.58709
C -4.25128 -0.73613 0.09161
C -4.12176 -2.11463 0.14761
C -3.06345 -2.73218 -0.50368
C -2.12652 -1.97081 -1.18469
P 1.62501 0.05020 -0.74319
C 3.20662 -0.73712 -1.31920
C 4.42280 -0.18266 -0.93153
C 5.62551 -0.79498 -1.26407
C 5.62557 -1.98778 -1.97163
C 4.41567 -2.55796 -2.35265
C 3.22076 -1.92959 -2.03949
C 1.21336 -1.28450 0.46991
C 0.73395 -2.53901 0.11390
C 0.48028 -3.50030 1.08089
C 0.70466 -3.21883 2.42137
C 1.20791 -1.98049 2.78726
C 1.46162 -1.02473 1.81615
H 4.10134 -0.48628 -4.48220
H 4.72164 -1.91009 -6.40990
H 1.00647 -1.49329 -8.10011
H 0.22737 -0.04363 -6.25219
H -2.84458 1.83174 -4.07757
H -3.84686 1.14838 -6.24031
H -3.30377 -1.05808 -7.21257
H -1.73864 -2.57055 -6.03038
H -0.71127 -1.85117 -3.88737
H -3.40708 1.10525 -0.61309
H -5.06598 -0.24683 0.61038
H -4.82681 -2.70444 0.72001
H -2.96056 -3.81095 -0.46603
H -1.31050 -2.45111 -1.70540
H 4.41991 0.74500 -0.36921
H 6.56486 -0.34346 -0.96557
H 6.56147 -2.47149 -2.22718
H 4.40881 -3.48552 -2.91407
H 2.27592 -2.34710 -2.36773
H 0.57101 -2.75497 -0.93331
H 0.08606 -4.46833 0.79085
H 0.45416 -3.95051 3.17962
H 1.36010 -1.74406 3.83273
H 1.84461 -0.04958 2.10289
C -2.02825 -0.95682 2.87198
C -2.44953 -2.02243 3.33228
C -2.80836 -3.30814 3.81874
C -3.28270 -3.51022 5.12795
C -3.61447 -4.77330 5.58937
C -3.49023 -5.88653 4.76530
C -3.02712 -5.70908 3.46637
C -2.69402 -4.44823 2.99989
H -3.37986 -2.64760 5.77493
H -3.97436 -4.89591 6.60535
H -3.75041 -6.87374 5.12857
H -2.92419 -6.56681 2.80996
H -2.33168 -4.31221 1.98914
C 1.52952 5.33101 -1.94036
Sb 0.88007 4.15993 -0.23290
C 0.74978 5.84734 1.09432
C 2.91344 3.68684 0.28933
H 2.35544 5.99041 -1.66780
H 0.69874 5.93440 -2.30953
H 1.85176 4.66137 -2.73886
H 1.58613 6.53120 0.93725
H 0.76572 5.46280 2.11382
H -0.19368 6.37006 0.94310
H 3.49066 4.59879 0.45181
H 3.35667 3.10465 -0.51847
H 2.91052 3.09036 1.19914

Its net charge is -2.

[6]
DFT (ωB97M-V with the def2-TZVPD basis set) results for 2 unconnected molecules or ions with the total composition C4H9OS2 in a non-equilibrium geometry.

Geometry (Å):
C 0.09416 0.61975 1.24451
C 1.27199 -0.21793 -0.82922
C -1.14421 -0.46817 -0.57431
C 0.16748 -0.46203 0.15761
O 0.23764 -2.99957 -0.37513
S -2.07394 -1.58163 3.20663
S 0.46710 -2.15832 0.82058
H -0.68417 0.25592 1.82126
H 0.89063 0.60050 1.85076
H 0.00339 1.74034 1.03630
H 1.39413 0.76287 -1.11569
H 1.31969 -0.75228 -1.76197
H 2.15044 -0.42465 -0.18539
H -1.21913 -1.08921 -1.36047
H -1.93409 -0.81626 0.03069
H -1.42696 0.63991 -0.91432

Its net charge is -1. The multiplicity is 3. As for the expectation value of S²: 2.009.

[7]
DFT (ωB97M-V with the def2-TZVPD basis set) results for a gas-phase ion, C8H16N2 (charge +2) in a non-equilibrium geometry.

Geometry (Å):
C 1.32813 -2.76358 -0.23955
N 0.91915 -1.72257 -0.44632
C 0.39680 -0.30784 -0.53184
C 1.42458 0.66592 0.13339
C 1.97440 0.33858 1.30787
C 1.69758 1.82634 -0.76772
N -0.97504 -0.32049 -0.02170
C -1.30055 1.16036 -0.14465
C -1.84841 -1.11840 -0.91913
C -1.12302 -0.52908 1.50243
H 1.57960 -3.89777 -0.23574
H 0.36856 0.02662 -1.64344
H 1.55704 -0.37788 1.96728
H 2.77228 0.98845 1.58306
H 2.26272 1.64687 -1.66682
H 2.07138 2.66909 -0.11787
H 0.73126 2.24384 -1.08248
H -0.64188 1.83951 0.45781
H -1.25231 1.41515 -1.17828
H -2.35972 1.28049 0.16428
H -1.33804 -1.97454 -1.29683
H -2.79996 -1.14267 -0.49053
H -1.87348 -0.47390 -1.72285
H -0.90903 -1.52304 1.85392
H -0.49904 0.29896 1.79438
H -2.16301 -0.24844 1.74133

Its net charge is +2. Its SMILES is C#[N+][C@H](C(=C)C)[N+](C)(C)C. Its energy relative to the best compared isomer or geometry (same formula, charge and spin) is 3.291 eV.

[8]
DFT (ωB97M-V with the def2-TZVPD basis set) results for a molecular structure, C3H7IOS in a non-equilibrium geometry.

Geometry (Å):
C -0.87548 1.19609 -0.41984
C 0.49822 0.48360 -0.02105
C 0.00051 -1.37233 -0.03159
O 0.74429 0.85031 1.32741
S 1.10084 -2.39337 0.72915
I -0.67945 -1.58699 -2.08592
H -1.62785 0.48574 -0.58834
H -0.55551 1.80817 -1.27048
H -1.19958 1.81527 0.39821
H 1.25510 0.67195 -0.76325
H -1.00922 -1.37461 0.46112
H -0.03421 1.33993 1.65046
H 2.38233 -1.92376 0.61411

Its net charge is 0. Its energy relative to the best compared isomer or geometry (same formula, charge and spin) is 1.376 eV.

[9]
DFT (ωB97M-V with the def2-TZVPD basis set) results for 3 unconnected molecules or ions with the total composition C31H62O5 in a non-equilibrium geometry.

Geometry (Å):
C -1.48864 -0.18477 -0.22191
O -0.80389 0.69363 0.63416
C -1.61783 1.81211 1.00642
C -1.72927 2.76534 -0.21802
C -3.17807 2.84883 -0.74576
C -3.28273 3.28772 -2.22080
C -2.58327 2.26700 -3.14296
C -1.42985 2.84611 -3.97864
C -0.70586 1.69782 -4.74430
C 0.82350 1.65041 -4.59796
C 1.49525 1.99031 -3.29021
O 1.11667 2.44758 -2.30198
O 2.80162 1.55875 -3.48286
C 2.77745 0.41234 -4.30130
C 1.27890 0.14044 -4.62096
C 0.74380 -0.75456 -3.51561
C 1.32677 -2.21799 -3.55442
C 1.80038 -2.69559 -4.93521
C 1.78916 -4.23852 -4.97023
C 0.35587 -4.80141 -4.87606
O 0.04773 -5.60552 -6.03291
C -0.92543 -4.96737 -6.77149
C -2.36851 -5.21505 -6.42295
O -0.61936 -4.27118 -7.65896
H -1.13591 -0.10665 -1.25346
H -1.35584 -1.22229 0.09472
H -2.56684 -0.00501 -0.24160
H -2.58658 1.47617 1.38159
H -1.03181 2.35586 1.75983
H -1.45627 3.77932 0.07923
H -1.02184 2.46719 -0.98925
H -3.69616 1.89976 -0.60364
H -3.73804 3.57279 -0.14737
H -2.91750 4.30455 -2.34602
H -4.34814 3.23322 -2.44516
H -2.25146 1.37821 -2.60746
H -3.31731 1.89771 -3.86471
H -0.76473 3.48702 -3.40522
H -1.90561 3.48926 -4.72276
H -1.19934 0.76174 -4.49830
H -0.90517 1.85935 -5.80502
H 1.33033 2.08843 -5.45325
H 3.25128 0.55280 -5.28354
H 3.29894 -0.45713 -3.90484
H 1.04621 -0.20868 -5.62044
H -0.34073 -0.87797 -3.56885
H 0.94926 -0.37141 -2.51398
H 0.54326 -2.85047 -3.13679
H 2.12730 -2.22880 -2.81449
H 1.16240 -2.32902 -5.73513
H 2.83559 -2.37553 -5.04055
H 2.40398 -4.62905 -4.16222
H 2.16390 -4.51796 -5.95269
H 0.26831 -5.39333 -3.96644
H -0.33810 -3.96264 -4.78294
H -2.65797 -4.58818 -5.57792
H -2.46442 -6.25374 -6.10837
H -3.02018 -5.00527 -7.26083
C 1.40285 3.68266 3.47685
C 0.11152 3.74938 4.28735
C 0.23300 4.60402 5.55195
C 1.24340 4.10829 6.58788
C 1.00028 2.69090 7.10078
C -0.33068 2.52976 7.82826
H 2.21097 3.21589 4.04244
H 1.25493 3.09201 2.57052
H 1.72544 4.68165 3.17605
H -0.21596 2.73597 4.53859
H -0.67344 4.17695 3.65630
H -0.75332 4.68411 6.01828
H 0.50991 5.62216 5.26004
H 1.23341 4.79746 7.43865
H 2.25248 4.16591 6.16948
H 1.80793 2.43003 7.79062
H 1.05851 1.97267 6.27806
H -0.39170 3.20683 8.68305
H -0.43991 1.50931 8.20020
H -1.17796 2.73051 7.17036
C 0.50492 -1.07030 5.81964
C 1.50867 -1.44414 4.73653
C 0.86395 -1.65407 3.36943
C -0.14683 -2.79934 3.29475
C 0.39779 -4.17101 3.69159
C 1.52437 -4.65928 2.78624
H -0.22866 -1.86055 5.98778
H 1.02084 -0.89379 6.76565
H -0.02800 -0.15528 5.54975
H 2.06619 -2.33452 5.04159
H 2.24408 -0.63901 4.65020
H 1.65386 -1.81603 2.63013
H 0.36055 -0.72928 3.06963
H -0.53203 -2.85340 2.27084
H -1.00969 -2.56698 3.92599
H -0.42239 -4.89339 3.64872
H 0.73874 -4.15962 4.73050
H 1.19005 -4.72109 1.74810
H 1.85516 -5.65355 3.09175
H 2.39156 -3.99849 2.82821

Its net charge is 0. Its SMILES is COCCCCCCC[C@H]1C(=O)OC[C@H]1CCCCCOC(C)=O.CCCCCC.CCCCCC.

Number 1: energy -71870.649 eV. Number 2: energy -11502.174 eV. Number 3: energy -9907.858 eV. Number 4: energy -68437.139 eV. Number 5: energy -115666.684 eV. Number 6: energy -28009.816 eV. Number 7: energy -11514.384 eV. Number 8: energy -24205.587 eV. Number 9: energy -43389.018 eV.